(1)
{
  "formula": "C5H6I2",
  "method": "ωB97M-V/def2-TZVPD",
  "homo_energy_ev": [-9.83, -7.63],
  "homo_lumo_gap_ha": [0.3198, 0.1623],
  "total_charge": 0,
  "symbols": ["C", "C", "C", "C", "C", "I", "I", "H", "H", "H", "H", "H", "H"],
  "positions_angstrom": [[-1.845213, -1.534396, -0.950903], [1.365974, 0.511817, 1.009959], [-0.809683, -0.823173, -0.562718], [0.276010, 1.218508, 0.494414], [-0.870384, 0.504976, -0.027597], [4.873190, 0.647236, -0.079564], [-2.616746, 1.624594, -0.051193], [-1.615752, -2.523702, -1.263712], [-2.879152, -1.044908, -1.132903], [1.522442, -0.510790, 0.991148], [2.219700, 0.844000, 1.502804], [0.263054, -1.136052, -0.639313], [0.116559, 2.221889, 0.709582]],
  "forces_ev_per_angstrom": [[-2.2, 0.4, -1.1], [-1.5, 1.6, -1.3], [1.9, 1.8, 0.9], [0.3, -3.8, 0.7], [1.2, 1.0, -0.1], [-0.2, 0.0, 0.0], [-0.1, -0.1, -0.1], [-0.5, -0.7, -0.4], [1.8, -1.2, 0.7], [-0.7, -2.2, -0.6], [1.0, 1.9, 0.9], [-1.2, -0.4, 0.2], [0.2, 1.8, 0.2]],
  "lowdin_charge": [-0.0167, 0.0011, -0.2753, -0.2126, -0.7207, 0.0348, 0.9236, 0.0469, 0.0566, 0.0239, -0.0250, 0.1212, 0.0422]
}

(2)
{
  "formula": "C44H51NP2SiSn",
  "method": "ωB97M-V/def2-TZVPD",
  "homo_energy_ev": -6.29,
  "homo_lumo_gap_ha": 0.1569,
  "total_charge": 0,
  "symbols": ["Sn", "C", "C", "C", "C", "C", "C", "C", "C", "C", "H", "H", "H", "H", "H", "H", "H", "H", "H", "H", "H", "H", "H", "H", "H", "P", "P", "C", "C", "C", "C", "C", "C", "C", "C", "C", "C", "C", "C", "C", "C", "C", "C", "C", "C", "C", "C", "C", "C", "C", "C", "C", "C", "H", "H", "H", "H", "H", "H", "H", "H", "H", "H", "H", "H", "H", "H", "H", "H", "H", "H", "H", "H", "H", "H", "C", "Si", "C", "C", "N", "C", "C", "C", "C", "C", "C", "H", "H", "H", "H", "H", "H", "H", "H", "H", "H", "H", "H", "H", "H"],
  "positions_angstrom": [[1.839103, -1.623658, -0.588978], [-2.665161, 0.108727, 0.729225], [-2.799935, -0.141173, -0.576563], [-2.952069, 0.855216, -1.684184], [-1.656694, 1.468130, -2.289016], [-0.666335, 2.058798, -1.330306], [-0.919129, 2.520279, -0.101807], [-2.287891, 2.633100, 0.506598], [-2.724896, 1.448236, 1.390702], [3.329128, -0.066062, -0.899697], [-2.524818, -0.722500, 1.425994], [-2.826446, -1.186780, -0.916963], [-3.652704, 1.661186, -1.437414], [-3.413085, 0.303168, -2.515705], [-1.127382, 0.692934, -2.870823], [-1.987163, 2.229364, -3.015765], [0.361536, 2.094686, -1.720131], [-0.101233, 2.951057, 0.502949], [-3.050987, 2.787610, -0.259061], [-2.290243, 3.538549, 1.132953], [-2.109835, 1.425990, 2.304114], [-3.760456, 1.662215, 1.707200], [4.093355, -0.140659, -0.114079], [2.771392, 0.874706, -0.809634], [3.765125, -0.163609, -1.905281], [0.108714, -2.256823, -9.236421], [2.053205, 0.364905, -9.505043], [-0.512395, -0.660551, -9.845649], [0.307130, 0.409471, -9.996069], [-0.713969, -3.438225, -10.390325], [-1.885420, -3.133918, -11.098418], [-2.488277, -4.100071, -11.911605], [-1.909072, -5.363519, -12.050374], [-0.711102, -5.658548, -11.384258], [-0.108488, -4.699374, -10.571190], [-0.896560, -2.403946, -7.701394], [-0.543050, -1.535566, -6.647183], [-1.280140, -1.540664, -5.462821], [-2.375695, -2.407473, -5.321036], [-2.716798, -3.279691, -6.363091], [-1.964691, -3.299297, -7.543975], [2.736292, 1.136527, -11.072276], [2.679359, 0.338440, -12.231757], [3.032932, 0.863901, -13.475827], [3.467186, 2.193879, -13.571871], [3.564838, 2.983724, -12.421679], [3.227338, 2.447081, -11.171383], [2.132582, 1.796851, -8.367819], [3.269902, 1.894067, -7.536769], [3.437978, 3.012887, -6.721467], [2.465695, 4.025245, -6.706453], [1.315220, 3.902487, -7.493651], [1.132371, 2.775427, -8.302051], [-1.586045, -0.576985, -10.058045], [-0.042775, 1.336272, -10.474625], [-2.341056, -2.149941, -11.015975], [-3.416464, -3.856756, -12.434173], [-2.384136, -6.115819, -12.681367], [-0.252032, -6.640826, -11.500445], [0.829474, -4.920605, -10.059518], [0.301427, -0.850483, -6.773163], [-1.001671, -0.867787, -4.647206], [-2.957183, -2.402531, -4.395459], [-3.573405, -3.951314, -6.259307], [-2.222921, -3.997240, -8.344913], [2.330107, -0.692286, -12.152837], [2.962590, 0.239236, -14.369788], [3.727193, 2.609681, -14.546082], [3.898004, 4.022734, -12.494624], [3.327473, 3.067222, -10.279726], [4.018786, 1.097507, -7.553528], [4.333905, 3.104032, -6.102622], [2.604079, 4.907496, -6.078096], [0.552498, 4.685493, -7.489991], [0.219711, 2.673335, -8.889842], [2.831566, 2.088092, 1.763568], [1.986581, 0.991833, 3.020261], [3.124925, -0.024595, 4.114468], [1.083339, 2.223484, 4.127191], [0.960231, -0.193819, 2.208844], [0.039229, -0.932236, 2.837509], [-0.160569, -2.306397, 2.469430], [-0.802797, -3.183539, 3.330174], [-1.380343, -2.719451, 4.526408], [-1.366355, -1.349077, 4.815149], [-0.754950, -0.461285, 3.948916], [3.399777, 2.860596, 2.304388], [2.095723, 2.604391, 1.128222], [3.528600, 1.554031, 1.111758], [3.899278, 0.593877, 4.586188], [2.552785, -0.511056, 4.918133], [3.619976, -0.820209, 3.542760], [0.227042, 2.695707, 3.621683], [0.722231, 1.776976, 5.062413], [1.781044, 3.029314, 4.401797], [0.312025, -2.647762, 1.542780], [-0.844033, -4.236542, 3.062651], [-1.843281, -3.420476, 5.218093], [-1.839273, -0.976563, 5.726696], [-0.806278, 0.609632, 4.142279]],
  "forces_ev_per_angstrom": [[-0.3, 1.1, 1.4], [-0.1, -0.4, -0.1], [0.3, -0.4, 0.4], [-0.3, 0.0, -0.9], [-0.3, -0.2, 0.1], [0.4, 0.1, 0.4], [0.4, 0.3, -0.3], [-0.2, 0.4, 0.4], [0.2, 0.5, 0.1], [-0.4, -0.4, -0.1], [-0.1, 0.1, -0.3], [0.2, 0.3, 0.3], [0.1, -0.4, -0.1], [-0.1, 0.2, 0.1], [-0.2, 0.2, 0.1], [0.2, -0.2, 0.1], [-0.3, 0.1, 0.3], [-0.3, -0.5, -0.4], [0.3, 0.2, 0.3], [-0.1, -0.2, -0.1], [-0.2, -0.1, -0.2], [0.3, -0.2, 0.1], [-0.1, 0.1, -0.3], [0.3, -0.1, 0.0], [0.0, 0.1, 0.3], [0.3, -0.5, 0.1], [0.8, 0.1, -0.5], [0.3, 1.1, 0.0], [-0.9, -0.7, -0.2], [-0.1, 0.0, -0.2], [0.1, -0.5, 0.0], [0.1, 0.1, 0.0], [0.2, 0.1, 0.2], [-0.2, 0.1, -0.1], [-0.4, 0.3, 0.0], [-0.2, 0.1, 0.1], [-0.4, -0.3, -0.1], [-0.1, -0.2, -0.1], [0.1, 0.0, -0.2], [0.2, 0.1, 0.2], [0.0, 0.3, 0.3], [0.0, 0.0, 0.0], [0.0, 0.4, 0.1], [0.1, 0.2, 0.2], [-0.1, -0.1, 0.2], [0.0, -0.4, 0.0], [-0.2, -0.1, -0.3], [0.0, 0.0, 0.4], [-0.4, 0.3, -0.3], [-0.2, 0.1, 0.0], [0.0, -0.2, -0.2], [0.1, -0.2, 0.1], [0.5, 0.3, 0.2], [0.4, 0.2, -0.1], [-0.2, -0.4, 0.3], [0.0, -0.3, 0.0], [0.3, -0.1, 0.1], [0.1, 0.2, 0.2], [-0.1, 0.3, 0.0], [-0.2, 0.0, -0.1], [-0.3, -0.2, 0.1], [-0.1, -0.2, -0.3], [0.2, 0.0, -0.3], [0.3, 0.2, 0.0], [0.1, 0.3, 0.2], [0.1, 0.2, 0.0], [0.0, 0.2, 0.3], [-0.1, -0.1, 0.3], [-0.1, -0.4, 0.0], [-0.1, -0.1, -0.2], [-0.2, 0.3, 0.0], [-0.3, 0.0, -0.2], [0.0, -0.3, -0.2], [0.3, -0.3, 0.1], [0.3, 0.1, 0.2], [0.4, 0.1, -0.1], [-1.2, -1.0, -0.3], [0.4, 0.2, 0.1], [0.0, 0.3, 0.2], [1.1, 1.0, -1.4], [-0.6, -1.0, 0.4], [0.0, 0.5, 0.7], [-0.2, 0.5, 0.1], [0.1, -0.2, 0.0], [-0.1, -0.6, -0.3], [0.6, 0.0, -0.5], [-0.1, -0.2, -0.2], [0.1, -0.2, 0.2], [-0.1, 0.2, 0.2], [0.0, -0.1, 0.0], [0.0, 0.2, -0.2], [-0.1, 0.2, 0.1], [0.2, -0.1, 0.1], [0.1, 0.1, -0.2], [-0.1, -0.1, -0.1], [-0.1, 0.0, 0.3], [-0.1, 0.1, 0.1], [0.1, 0.1, -0.2], [0.0, -0.1, -0.3], [0.2, -0.4, 0.0]],
  "lowdin_charge": [1.2066, -0.0987, -0.1090, -0.2104, -0.1870, -0.1243, -0.0961, -0.1972, -0.1718, -0.4192, 0.0989, 0.0998, 0.0974, 0.1005, 0.0843, 0.1180, 0.0935, 0.0938, 0.0891, 0.1130, 0.0930, 0.1220, -0.0114, -0.0314, -0.0154, 0.9985, 0.9967, -0.3319, -0.3560, -0.3991, -0.0988, -0.0842, -0.0886, -0.0881, -0.1099, -0.3743, -0.1081, -0.0891, -0.0906, -0.0851, -0.0843, -0.3611, -0.1150, -0.0898, -0.0961, -0.0869, -0.0867, -0.4184, -0.1143, -0.0910, -0.0885, -0.0825, -0.0951, 0.0677, 0.0788, 0.0861, 0.1044, 0.1022, 0.1026, 0.0974, 0.0947, 0.0824, 0.0987, 0.1040, 0.1002, 0.0989, 0.1028, 0.0998, 0.1031, 0.0976, 0.0995, 0.1025, 0.1021, 0.1046, 0.0899, -0.1804, 0.3761, -0.1801, -0.1966, -0.0706, -0.4514, -0.1089, -0.1208, -0.1356, -0.1154, -0.0842, 0.0353, 0.0194, -0.0116, 0.0237, 0.0340, 0.0197, 0.0264, 0.0246, 0.0285, -0.0157, 0.0927, 0.0840, 0.1000, 0.0672]
}

(3)
{
  "formula": "C3H7N3O2",
  "method": "ωB97M-V/def2-TZVPD",
  "homo_energy_ev": -9.35,
  "smiles": "[H]/N=C(\\N)O.CN=C=O",
  "homo_lumo_gap_ha": 0.3695,
  "total_charge": 0,
  "symbols": ["H", "N", "C", "N", "O", "H", "H", "H", "C", "N", "C", "O", "H", "H", "H"],
  "positions_angstrom": [[-1.347087, -0.100919, -2.588538], [-0.592177, -0.534696, -2.070604], [-0.056959, 0.224266, -1.206128], [-0.310751, 1.565870, -1.035038], [1.398402, -0.217064, -0.968505], [-0.102149, 1.937820, -0.121886], [-0.248361, 2.135229, -1.864683], [1.492881, -1.083704, -1.395197], [-0.862682, -0.718248, 1.763223], [0.164962, -0.063376, 1.002532], [1.405551, -0.237794, 1.026360], [2.435084, -0.256917, 1.596423], [-1.540255, 0.028997, 2.179292], [-1.399957, -1.391882, 1.090790], [-0.436501, -1.287582, 2.591959]],
  "forces_ev_per_angstrom": [[-0.5, 0.0, 0.6], [0.5, -0.1, 0.6], [2.4, -0.7, -2.6], [-0.1, -0.3, 0.7], [-1.2, 1.0, -0.6], [0.2, 0.2, -0.4], [0.1, 0.0, 0.3], [-0.2, 0.2, 0.0], [0.2, -0.2, 0.4], [0.9, -0.1, -0.4], [-2.1, 0.5, 2.9], [0.1, -0.3, -1.6], [-0.1, -0.1, -0.1], [-0.2, 0.0, 0.2], [-0.1, -0.1, 0.0]],
  "lowdin_charge": [0.0582, 0.1405, -0.5037, 0.1124, -0.0473, 0.0838, 0.1017, 0.1068, -0.0831, -0.0323, -0.3431, 0.1634, 0.0794, 0.0798, 0.0834]
}

(4)
{
  "formula": "C36H26BrN5O5STa",
  "method": "ωB97M-V/def2-TZVPD",
  "homo_energy_ev": [-4.41, -4.41],
  "homo_lumo_gap_ha": [0.2271, 0.2271],
  "total_charge": -1,
  "symbols": ["Ta", "N", "C", "S", "N", "N", "C", "C", "C", "C", "C", "C", "C", "O", "H", "H", "H", "H", "H", "H", "H", "C", "C", "C", "C", "C", "Br", "N", "C", "H", "H", "H", "H", "H", "H", "O", "C", "O", "C", "C", "C", "N", "C", "C", "C", "O", "O", "H", "H", "H", "C", "C", "C", "C", "C", "C", "C", "C", "C", "C", "C", "C", "C", "C", "C", "H", "H", "H", "H", "H", "H", "H", "H", "H", "H"],
  "positions_angstrom": [[0.077175, -2.858886, -0.633149], [0.667264, -6.587786, -2.922737], [0.091630, -5.470463, -2.383411], [0.167726, -5.333225, -0.628382], [-0.497874, -4.649687, -3.191601], [-1.069991, -3.580464, -2.519429], [-2.115029, -3.081484, -3.068589], [-2.958664, -2.091148, -2.434129], [-4.079471, -1.608827, -3.124380], [-4.998302, -0.788451, -2.510025], [-4.813034, -0.442319, -1.169322], [-3.721762, -0.904839, -0.467319], [-2.775094, -1.727666, -1.088138], [-1.746794, -2.167862, -0.378353], [1.403746, -6.996957, -2.373512], [0.841166, -6.533688, -3.914612], [-2.426625, -3.492529, -4.027958], [-4.215285, -1.904183, -4.158476], [-5.851223, -0.414694, -3.059692], [-5.527490, 0.205117, -0.675179], [-3.559405, -0.640936, 0.569309], [-3.911068, 3.883489, 3.111534], [-3.670139, 3.465464, 1.689219], [-4.421189, 3.973671, 0.631626], [-4.156154, 3.574359, -0.663630], [-3.128625, 2.658280, -0.852610], [-2.713744, 2.086605, -2.612182], [-2.412854, 2.151349, 0.121372], [-2.676757, 2.553819, 1.364882], [-3.797852, 4.962390, 3.226800], [-3.204381, 3.398558, 3.783509], [-4.920047, 3.620485, 3.433937], [-5.210686, 4.692142, 0.821421], [-4.711964, 3.958494, -1.506008], [-2.051542, 2.126190, 2.142656], [1.851201, 4.009139, -1.667711], [2.437760, 3.042443, -2.185275], [3.497146, 2.978969, -2.833357], [1.745992, 1.673547, -1.952313], [0.600654, 1.578045, -1.181171], [0.049451, 0.341131, -0.906840], [0.598688, -0.790525, -1.360206], [1.707078, -0.702518, -2.120159], [2.291490, 0.493078, -2.457036], [2.310708, -2.032196, -2.444714], [3.207429, -2.205608, -3.226378], [1.750639, -2.999018, -1.730304], [0.161344, 2.479473, -0.777476], [-0.837391, 0.242369, -0.298546], [3.192149, 0.526921, -3.052366], [0.620629, -2.437412, 1.189000], [1.482222, -1.667062, 1.725230], [2.316352, -0.704340, 2.114155], [3.393064, -0.327122, 1.162972], [4.077094, -1.302403, 0.435814], [5.001924, -0.942971, -0.533639], [5.256993, 0.395629, -0.795655], [4.583805, 1.375648, -0.077871], [3.666792, 1.017531, 0.897040], [2.080733, 0.029914, 3.372017], [0.810715, 0.054250, 3.956994], [0.587410, 0.726091, 5.146402], [1.625100, 1.400319, 5.778681], [2.889544, 1.384990, 5.207078], [3.116933, 0.705954, 4.019687], [3.865190, -2.348119, 0.626673], [5.500974, -1.713602, -1.107587], [5.944668, 0.680164, -1.581101], [4.733858, 2.419704, -0.319830], [3.116651, 1.788544, 1.422665], [-0.001129, -0.465505, 3.461797], [-0.405199, 0.728197, 5.581030], [1.449243, 1.932290, 6.704990], [3.708772, 1.903866, 5.689540], [4.107660, 0.695881, 3.584325]],
  "forces_ev_per_angstrom": [[0.4, -0.1, -0.3], [0.0, 0.0, 0.0], [0.0, 0.0, 0.0], [0.0, -0.1, 0.0], [0.0, 0.0, 0.0], [0.0, 0.0, -0.1], [0.0, 0.0, 0.1], [0.0, 0.0, 0.0], [0.0, 0.0, 0.0], [0.0, 0.0, 0.0], [0.0, 0.0, -0.1], [0.0, 0.0, 0.0], [0.0, 0.0, -0.1], [-0.2, 0.0, 0.1], [0.0, 0.0, 0.0], [0.0, 0.0, 0.0], [0.0, 0.0, 0.0], [0.0, 0.0, 0.0], [0.0, 0.0, 0.0], [0.0, 0.0, 0.0], [0.0, 0.0, 0.0], [0.0, 0.0, 0.0], [0.0, 0.0, 0.0], [0.0, 0.0, 0.0], [0.0, 0.0, 0.0], [0.0, 0.0, 0.0], [0.0, 0.0, 0.0], [0.0, 0.0, 0.0], [0.0, 0.0, 0.0], [0.0, 0.0, 0.0], [0.0, 0.0, 0.0], [0.0, 0.0, 0.0], [0.0, 0.0, 0.0], [0.0, 0.0, 0.0], [0.0, 0.0, 0.0], [0.0, 0.0, 0.0], [0.0, 0.0, 0.0], [0.0, 0.0, 0.0], [0.1, 0.0, -0.1], [-0.1, 0.0, 0.1], [0.0, 0.0, 0.0], [0.1, 0.0, 0.1], [0.0, 0.1, 0.0], [0.0, 0.1, 0.0], [0.1, 0.0, -0.1], [0.0, 0.1, 0.0], [-0.4, -0.1, 0.1], [0.0, 0.0, 0.0], [0.0, 0.0, 0.0], [0.0, 0.0, 0.0], [0.1, 0.2, 0.3], [0.0, -0.1, -0.1], [0.0, 0.1, 0.0], [0.1, 0.0, 0.0], [0.0, 0.0, 0.0], [0.0, 0.0, 0.0], [0.0, 0.0, 0.0], [0.0, 0.0, 0.0], [0.0, 0.0, 0.0], [0.0, 0.0, 0.0], [0.0, 0.0, 0.0], [0.0, 0.0, 0.0], [0.0, 0.0, 0.0], [0.0, 0.0, 0.0], [0.0, 0.0, 0.0], [0.0, 0.0, 0.0], [0.0, 0.0, 0.0], [0.0, 0.0, 0.0], [0.0, 0.0, 0.0], [0.0, 0.0, 0.0], [0.0, 0.0, 0.0], [0.0, 0.0, 0.0], [0.0, 0.0, 0.0], [0.0, 0.0, 0.0], [0.0, 0.0, 0.0]],
  "lowdin_charge": [1.4876, 0.0598, -0.8532, 0.5696, -0.0061, -0.1441, -0.0532, -0.1426, -0.0528, -0.1169, -0.1044, -0.0223, -0.3200, -0.2621, 0.0706, 0.0922, 0.1296, 0.1112, 0.0991, 0.1055, 0.1183, -0.0515, -0.2583, -0.0304, -0.1040, -0.7354, 0.8029, 0.0566, -0.0805, 0.0818, 0.0741, 0.0800, 0.1172, 0.0974, 0.1202, -0.0426, -0.6990, -0.0420, -0.0785, -0.0105, -0.1081, -0.0060, -0.1739, 0.0695, -0.5399, 0.1144, -0.2352, 0.1040, 0.0894, 0.1319, -0.2131, -0.1239, -0.1660, -0.1900, -0.0406, -0.0862, -0.0854, -0.0749, -0.0367, -0.1786, -0.0357, -0.0994, -0.1121, -0.0917, -0.0379, 0.1172, 0.1041, 0.1066, 0.1095, 0.1221, 0.1064, 0.0943, 0.0913, 0.0975, 0.1133]
}